Run P
Below is an isolated molecule of C5H12S, with properties calculated with the ωB97M-V functional and the def2-TZVPD basis.

- structure (SMILES) = CCC(C)(C)S
- HOMO-LUMO gap (eV) = 9.978

Geometry (Å):
C  1.9217  0.7387  -0.1101
C  0.8598  -0.1419  -0.7643
C  -0.5340  -0.0148  -0.0823
C  -1.6286  -0.8602  -0.8013
C  -0.4283  -0.5052  1.3616
H  1.7578  1.7859  -0.4091
H  2.8992  0.3796  -0.4392
H  1.7139  0.6299  0.9306
H  1.1790  -1.1803  -0.8536
H  0.7181  0.2203  -1.7978
H  -1.4586  -1.8833  -0.4936
H  -1.6454  -0.6105  -1.8469
H  -2.6106  -0.5825  -0.4351
H  -1.4323  -0.5331  1.7722
H  -0.0149  -1.5072  1.4671
H  0.1509  0.1712  1.9501
H  -0.2377  2.1475  0.6472
S  -1.2099  1.7460  -0.0955

=====

Run Q
Below is a structure of composition C5H12S, with properties calculated with the ωB97M-V functional and the def2-TZVPD basis.

- HOMO-LUMO gap (eV) = 9.297

Geometry (Å):
C  -1.6354  -0.2352  0.2437
C  -0.0793  -0.1397  -0.0060
C  0.4812  -1.4152  0.7013
C  0.4100  1.1527  0.7320
C  0.1334  0.1125  -1.5345
H  -2.0420  -0.4522  1.1957
H  -2.0537  0.6327  -0.1798
H  -1.9641  -1.0577  -0.5277
H  0.0240  -1.2032  1.6599
H  1.7394  -1.8215  0.9761
H  0.1600  -2.4292  0.3463
H  0.4827  2.0945  -0.4199
H  1.4547  1.0843  1.0718
H  -0.4169  1.6912  1.7233
H  -0.5239  1.1924  -1.4778
H  -0.2639  -0.6941  -1.9558
H  2.2892  1.2886  -0.7071
S  1.8045  0.1993  -1.8413

=====

Referenced to the most stable arrangement, the calculated values in eV are run P 0.000; run Q 5.728.

=====

Run P
Below is a cluster of 2 separate species, C5H12S in total, with properties calculated with the ωB97M-V functional and the def2-TZVPD basis.

- structure (SMILES) = C=CC.CCS
- HOMO-LUMO gap (eV) = 9.730

Geometry (Å):
C  0.9875  -1.1261  0.8726
C  0.8372  0.2710  0.3420
S  2.6409  0.7853  -0.0029
H  1.3232  -1.2176  1.9366
H  1.7201  -1.7164  0.3101
H  -0.0467  -1.4815  0.8652
H  0.4331  0.1363  -0.6556
H  0.2007  1.0210  0.7989
H  3.1664  1.5026  1.0343
C  -3.1062  0.7984  -0.1218
C  -2.0931  -0.1712  -0.6251
C  -2.1522  -1.4892  -0.7792
H  -2.5280  1.6239  0.3683
H  -3.6506  1.3656  -0.8785
H  -3.8391  0.3584  0.5645
H  -1.4050  0.4882  -1.1903
H  -1.2119  -1.8231  -1.3319
H  -2.7247  -2.1898  -0.1831

=====

Run Q
Below is a cluster of 2 separate species, C5H12S in total, with properties calculated with the ωB97M-V functional and the def2-TZVPD basis.

- HOMO-LUMO gap (spin up / spin down) (eV) = 7.617 / 7.991

Geometry (Å):
C  -0.7808  1.9456  1.9305
C  -0.0734  -0.7806  1.4284
C  2.0377  -1.7905  -0.5786
C  -1.4089  1.2683  -0.8461
C  0.6073  -1.4797  -0.9893
S  -0.5159  0.7627  0.7949
H  -0.8221  2.9172  1.4308
H  -1.5265  1.8758  2.7650
H  -0.9121  -1.4585  1.3017
H  1.9050  -2.8273  -0.1953
H  2.6731  -2.0289  -1.4685
H  2.3206  -1.0319  0.0139
H  -2.0849  0.6153  -1.4005
H  -2.0127  2.1780  -0.4004
H  -0.6418  1.5958  -1.4369
H  -0.0402  -2.3319  -1.1178
H  0.4611  -0.5554  -1.5711
H  0.8146  1.1261  0.3395

=====

Referenced to the most stable arrangement, the calculated values in eV are run P 0.000; run Q 8.176.

=====

Run P
Below is a cluster of 2 separate species, C2HF3N2O in total, with properties calculated with the ωB97M-V functional and the def2-TZVPD basis.

- HOMO-LUMO gap (spin up / spin down) (eV) = 9.053 / 9.048

Geometry (Å):
C  -1.4349  -0.1414  0.4083
C  1.1076  1.4625  -0.1999
N  -1.1385  -1.3494  0.2561
N  -0.5091  -2.3299  0.6069
O  0.0636  1.4884  -0.7845
F  -2.4756  0.5968  0.1316
F  2.2925  1.4923  -0.9003
F  0.5935  -2.5836  -0.3083
H  1.5008  1.3644  0.7899

=====

Run Q
Below is an isolated molecule of C2HF3N2O, with properties calculated with the ωB97M-V functional and the def2-TZVPD basis.

- structure (SMILES) = FC1=NN(F)O[C@@H]1F
- HOMO-LUMO gap (eV) = 10.343

Geometry (Å):
C  0.1349  0.9210  -0.1636
C  0.9280  -0.1976  0.2656
N  -1.1335  0.7391  -0.3030
N  -1.4808  -0.4977  0.2412
O  -0.2476  -1.1954  0.4919
F  0.7461  2.0261  -0.4830
F  1.7327  0.0755  1.2477
F  -2.1457  -1.2590  -0.7428
H  1.4660  -0.6120  -0.5540

=====

Referenced to the most stable arrangement, the calculated values in eV are run P 0.923; run Q 0.000.

=====

Run P
Below is a cluster of 3 separate species, C3H12N4O in total, with properties calculated with the ωB97M-V functional and the def2-TZVPD basis.

- HOMO-LUMO gap (eV) = 6.238

Geometry (Å):
C  -2.0168  -1.3699  -0.7148
N  -0.8716  -0.5312  -0.9319
N  -1.6380  1.8291  0.9220
O  -0.8797  0.7562  0.6266
H  -0.8785  0.3097  -1.5001
H  -2.5809  1.5877  1.2219
H  -1.6374  2.5452  0.1993
H  -2.4250  -1.7475  -1.6640
H  -2.8325  -0.8706  -0.1757
H  -1.7451  -2.2312  -0.0942
N  1.8966  1.3830  0.7225
N  2.1896  -0.8973  -0.9875
C  1.3732  0.1347  1.0518
C  1.4599  -0.9295  0.1930
H  1.7761  2.0902  1.4294
H  2.8031  1.3758  0.2766
H  2.1963  0.0185  -1.4220
H  1.8209  -1.5665  -1.6541
H  0.9803  -0.0153  2.0442
H  1.0097  -1.8711  0.4570

=====

Run Q
Below is a cluster of 3 separate species, C3H12N4O in total, with properties calculated with the ωB97M-V functional and the def2-TZVPD basis.

- HOMO-LUMO gap (spin up / spin down) (eV) = 7.280 / 7.432

Geometry (Å):
C  -0.1445  -0.6859  1.8472
C  1.1893  0.9837  0.3123
N  -1.2969  -0.6136  1.2551
O  0.2266  -0.0927  3.0013
H  -0.4071  0.5929  3.2535
H  0.5799  -1.4200  1.5295
H  -0.8963  -0.1107  -0.1361
H  -1.9331  0.0439  1.7046
H  0.6596  1.8117  0.7822
H  1.9534  0.5335  0.9418
H  1.7034  1.3205  -0.5863
C  0.5704  -1.5774  -1.5810
N  -1.0490  1.5648  -1.3768
N  -0.4278  0.3676  -1.0342
N  -0.0119  -0.3359  -2.0256
H  -2.0361  1.5214  -1.1501
H  -0.8861  1.7708  -2.3579
H  0.9051  -2.1294  -2.4550
H  1.4332  -1.3569  -0.9270
H  -0.1322  -2.1884  -0.9975

=====

Referenced to the most stable arrangement, the calculated values in eV are run P 0.655; run Q 0.000.

=====

Run P
Below is a structure of composition C2H6N2O4, with properties calculated with the ωB97M-V functional and the def2-TZVPD basis.

- HOMO-LUMO gap (eV) = 9.770

Geometry (Å):
C  1.1221  -0.4309  -0.5954
C  -0.5717  0.1784  0.8497
N  -1.5425  -0.2843  -0.0821
N  -1.0480  -0.5616  2.5482
O  -1.6574  -1.6247  2.3393
O  -0.6800  0.0381  3.5282
O  -0.5702  1.5276  1.0403
O  0.6216  -0.4666  0.7969
H  0.5330  -1.0326  -1.2227
H  2.2866  -0.8145  -0.6419
H  0.9930  0.7001  -0.9234
H  -1.8390  -1.1923  0.2297
H  -2.2476  0.3723  -0.2895
H  0.2008  1.7583  1.5292

=====

Run Q
Below is a cluster of 2 separate species, C2H6N2O4 in total, with properties calculated with the ωB97M-V functional and the def2-TZVPD basis.

- structure (SMILES) = C[N+](=O)[O-].C[N+](=O)[O-]
- HOMO-LUMO gap (eV) = 10.894

Geometry (Å):
C  -11.7399  10.8314  -32.7387
N  -12.6865  10.3114  -33.7581
O  -12.2189  10.0541  -34.8499
O  -13.8439  10.1669  -33.4366
H  -11.2376  9.9533  -32.3377
H  -12.2851  11.3470  -31.9575
H  -11.0220  11.4793  -33.2250
C  -15.5324  9.0080  -35.9105
N  -15.3028  7.5545  -35.5834
O  -14.1826  7.2013  -35.2776
O  -16.2840  6.8440  -35.5829
H  -16.0750  9.4509  -35.0868
H  -16.0832  8.9784  -36.8457
H  -14.5634  9.4684  -36.0481

=====

Run R
Below is a cluster of 2 separate species, C2H6N2O4 in total, with properties calculated with the ωB97M-V functional and the def2-TZVPD basis.

- structure (SMILES) = C[N+](=O)[O-].C[N+](=O)[O-]
- HOMO-LUMO gap (eV) = 9.397

Geometry (Å):
C  -2.3184  -0.9964  -1.0304
N  -0.9657  -0.5124  -0.6032
O  -0.6537  -0.8263  0.5690
O  -0.2380  0.0300  -1.4362
H  -2.2560  -1.5950  -1.9392
H  -2.8628  -0.0573  -1.1287
H  -2.6953  -1.6054  -0.2086
C  1.1746  0.7582  1.1992
N  2.3927  0.8849  0.3425
O  3.3699  1.4300  0.8343
O  2.3861  0.3284  -0.7465
H  1.4823  0.3539  2.1635
H  0.4586  0.0562  0.7717
H  0.7257  1.7514  1.2125

=====

Referenced to the most stable arrangement, the calculated values in eV are run P 0.000; run Q 1.609; run R 2.923.

=====

Run P
Below is a cluster of 3 separate species, CH7NO2 in total, with properties calculated with the ωB97M-V functional and the def2-TZVPD basis.

- structure (SMILES) = C=N.O.O
- HOMO-LUMO gap (eV) = 10.167

Geometry (Å):
C  -1.4293  -0.3722  1.7151
N  -0.4109  0.0658  1.1376
H  -1.3449  -1.3720  2.1784
H  -2.4126  0.0558  1.4307
H  -0.2708  0.8106  0.4842
H  -0.3989  1.7723  -2.1449
H  0.7070  0.5131  -2.0264
O  0.2249  1.2506  -1.6472
H  2.4541  -0.8649  0.0246
H  1.0341  -0.6926  -0.4921
O  1.8473  -1.1665  -0.6601

=====

Run Q
Below is a cluster of 2 separate species, CH7NO2 in total, with properties calculated with the ωB97M-V functional and the def2-TZVPD basis.

- structure (SMILES) = NCO.O
- HOMO-LUMO gap (eV) = 10.726

Geometry (Å):
N  3.3051  1.3387  -1.1274
C  2.0362  1.3641  -0.4796
O  1.3878  0.0520  -0.4399
H  3.7468  0.4309  -1.1197
H  3.3084  1.7161  -2.0631
H  2.0697  1.6605  0.5766
H  1.3058  2.0560  -0.8790
H  2.1346  -0.5549  -0.5064
H  -6.5207  -2.6531  1.2295
H  -6.1967  -3.0621  2.6662
O  -6.5770  -2.3483  2.1429

=====

Referenced to the most stable arrangement, the calculated values in eV are run P 0.676; run Q 0.000.